Density functional theory data (ωB97M-V/def2-TZVPD) for one molecule with the formula C3H5NO2S at a distorted geometry.

Structure (XYZ):
```
12
C3H5NO2S, DFT ωB97M-V/def2-TZVPD
C 0.43175 -1.58727 0.13809
C 0.66614 0.68706 -0.39974
C -0.76694 -0.46942 0.83984
N 1.19652 -0.63034 -0.55261
O 0.52735 -2.75893 0.28109
O -0.07495 0.67578 0.73676
S -2.14505 -0.54322 -0.37462
H 1.42620 1.45146 -0.25245
H -0.04652 0.82921 -1.24109
H -0.98677 -0.68816 1.91001
H 1.69282 -0.83406 -1.39720
H -2.72731 -1.46102 0.16557
```

Molar mass   119.1 g/mol
2S+1   1
Energy relative to the best compared isomer or geometry (same formula, charge and spin)   149.7 kJ/mol
SMILES string   O=C1NCO[C@H]1S
Calculated total energy   -19610.960 eV

Charges obtained by Löwdin population analysis, quoted in units of e: number 1, C, carries -0.4024; number 2, C, carries -0.2699; number 3, C, carries -0.5202; number 4, N, carries 0.0865; number 5, O, carries 0.0923; number 6, O, carries -0.1339; number 7, S, carries 0.8349; number 8, H, carries 0.1439; number 9, H, carries 0.1156; number 10, H, carries 0.1340; number 11, H, carries 0.1428; number 12, H, carries -0.2234

***

Density functional theory data (ωB97M-V/def2-TZVPD) for one molecule with the formula C3H5NO2S at a distorted geometry.

Structure (XYZ):
```
12
C3H5NO2S, DFT ωB97M-V/def2-TZVPD
C -0.93943 1.04711 -0.19989
C 1.68033 1.06167 -0.26230
C -0.07865 -1.16597 0.30280
N 0.08329 0.19831 -0.20251
O -2.05909 0.73244 0.14051
O -1.18294 -1.85037 -0.14989
S 2.94448 0.41336 0.32972
H -0.65344 1.97398 -0.60863
H 1.40714 1.89705 -0.74711
H 0.88312 -1.66034 -0.13688
H -0.12916 -1.35134 1.42825
H -1.95563 -1.29591 0.10594
```

Molar mass   119.1 g/mol
2S+1   3
⟨S²⟩   2.01
Energy relative to the best compared isomer or geometry (same formula, charge and spin)   88.0 kJ/mol
Calculated total energy   -19607.019 eV

Charges obtained by Löwdin population analysis, quoted in units of e: number 1, C, carries -0.3728; number 2, C, carries -0.5954; number 3, C, carries -0.3074; number 4, N, carries -0.0138; number 5, O, carries 0.0393; number 6, O, carries -0.0417; number 7, S, carries 0.8204; number 8, H, carries 0.1101; number 9, H, carries -0.0134; number 10, H, carries 0.1357; number 11, H, carries 0.1467; number 12, H, carries 0.0923